DFT (ωB97M-V/def2-TZVPD) results for a cluster of 4 separate species, C23H47BCl6N3O7S in total.

LUMO ... -3.21 eV
HOMO level ... -11.421 eV
Net charge ... +1
2S+1 ... 1
Energy ... -4779.46060 a.u.

Bonds (Å) are listed after each position.
Positions of all 88 atoms, in Å:
1 Cl -2.89010 -5.34557 6.96041  C19 1.780
2 Cl 4.32695 -1.17365 6.46253  C21 1.781
3 Cl -5.02740 5.81150 3.27588  C22 1.781
4 Cl -4.62085 3.21535 1.11035  C32 1.784
5 Cl -2.34308 -3.06360 4.49247  C36 1.788
6 Cl 1.64090 -1.69714 4.44170  C27 1.786
7 S 0.13326 0.93987 1.80736  O8 1.429, O9 1.428, O13 1.616, C33 1.794
8 O -0.82179 1.82957 1.22616  S7 1.429
9 O 0.43017 1.36535 3.13816  S7 1.428
10 O 1.38721 -1.62364 -3.04207  C24 1.417, C39 1.422
11 O -2.95829 -2.29834 -2.64648  B41 1.368, H55 0.967
12 O -3.75604 -0.14438 -2.19910  C18 1.437, B41 1.352
13 O 1.54005 0.92808 1.01273  S7 1.616, H78 0.977
14 O 4.82006 1.00911 -4.89013  C35 1.191
15 N -1.30043 0.78878 -1.57639  N16 1.433, C40 1.282
16 N -1.25680 -0.44762 -2.30026  N15 1.433, C25 1.517, C30 1.494, B41 1.549
17 N 3.90864 0.71026 -2.82502  C31 1.453, C35 1.412, C38 1.464
18 C -4.47672 -0.43112 -0.98988  O12 1.437, H74 1.105, H83 1.096, H87 1.089
19 C -1.71823 -5.47637 5.62760  Cl1 1.780, C36 1.508, H48 1.088, H63 1.089
20 C 4.70270 2.97340 -3.59210  C35 1.523, H52 1.095, H81 1.086, H84 1.094
21 C 2.93031 -0.09113 6.24098  Cl2 1.781, C27 1.507, H56 1.089, H71 1.088
22 C -3.92733 4.42364 3.46444  Cl3 1.781, C32 1.507, H61 1.089, H67 1.088
23 C -0.29949 2.96478 -1.68655  C40 1.514, H42 1.098, H68 1.084, H79 1.093
24 C 0.42341 -2.35952 -2.30890  O10 1.417, C25 1.539, H47 1.089, H65 1.100
25 C -0.37133 -1.34995 -1.46166  N16 1.517, C24 1.539, C28 1.536, H64 1.094
26 C -1.55132 -1.15697 0.90296  C28 1.567, C33 1.545, H51 1.096, H59 1.090
27 C 1.65112 -0.85459 6.01650  Cl6 1.786, C21 1.507, H57 1.089, H60 1.088
28 C -1.01705 -2.05900 -0.26190  C25 1.536, C26 1.567, H86 1.093, H88 1.095
29 C 1.59283 0.71148 -3.88285  C31 1.551, C39 1.568, H46 1.092, H77 1.099
30 C -0.73611 -0.48003 -3.70040  N16 1.494, C39 1.546, H73 1.091, H76 1.097
31 C 2.48797 0.94931 -2.63924  N17 1.453, C29 1.551, H58 1.099, H72 1.090
32 C -3.37001 3.95628 2.14440  Cl4 1.784, C22 1.507, H70 1.089, H75 1.088
33 C -0.42417 -0.76379 1.88451  S7 1.794, C26 1.545, H80 1.092, H82 1.092
34 C 4.20577 -1.34114 -1.47902  C38 1.540, H44 1.092, H54 1.097, H85 1.091
35 C 4.47865 1.48990 -3.85482  O14 1.191, N17 1.412, C20 1.523
36 C -1.13370 -4.13816 5.25295  Cl5 1.788, C19 1.508, H53 1.089, H66 1.087
37 C -2.20099 2.40977 -3.27354  C40 1.512, H45 1.093, H50 1.093, H69 1.092
38 C 4.29283 -0.70156 -2.87672  N17 1.464, C34 1.540, H43 1.095, H49 1.092
39 C 0.79207 -0.63709 -3.87524  O10 1.422, C29 1.568, C30 1.546, H62 1.101
40 C -1.28374 1.92223 -2.17437  N15 1.282, C23 1.514, C37 1.512
41 B -2.70919 -0.97741 -2.39393  O11 1.368, O12 1.352, N16 1.549
42 H -0.87304 3.74451 -1.16824  C23 1.098
43 H 3.78153 -1.29742 -3.63994  C38 1.095
44 H 4.10205 -2.42686 -1.53570  C34 1.092
45 H -1.63687 3.03302 -3.97281  C37 1.093
46 H 2.13549 0.78361 -4.82751  C29 1.092
47 H 0.95776 -3.04832 -1.65551  C24 1.089
48 H -2.21921 -5.94400 4.78274  C19 1.088
49 H 5.35328 -0.72399 -3.13733  C38 1.092
50 H -3.00132 3.00722 -2.82831  C37 1.093
51 H -2.21979 -1.80457 1.48135  C26 1.096
52 H 5.05865 3.06876 -2.56059  C20 1.095
53 H -0.33283 -4.27274 4.52760  C36 1.089
54 H 3.35192 -0.97352 -0.89734  C34 1.097
55 H -3.33807 -2.76001 -1.88613  O11 0.967
56 H 2.84434 0.50767 7.14648  C21 1.089
57 H 0.80601 -0.16727 6.01214  C27 1.089
58 H 2.38447 2.01242 -2.38034  C31 1.099
59 H -2.16088 -0.31778 0.56707  C26 1.090
60 H 1.48447 -1.59653 6.79412  C27 1.088
61 H -3.11288 4.74877 4.11021  C22 1.089
62 H 0.89776 -1.01604 -4.90362  C39 1.101
63 H -0.92362 -6.14003 5.96581  C19 1.089
64 H 0.38292 -0.67427 -1.04817  C25 1.094
65 H -0.20685 -2.97473 -2.96730  C24 1.100
66 H -0.72526 -3.62355 6.11920  C36 1.087
67 H -4.47103 3.62954 3.97144  C22 1.088
68 H 0.42479 2.52837 -1.00892  C23 1.084
69 H -2.66177 1.59532 -3.83612  C37 1.092
70 H -2.60840 3.19594 2.31176  C32 1.089
71 H 3.14737 0.57424 5.40847  C21 1.088
72 H 2.07179 0.40802 -1.78956  C31 1.090
73 H -1.05933 0.32609 -4.36055  C30 1.091
74 H -4.25807 0.39355 -0.28757  C18 1.105
75 H -2.91746 4.77485 1.58930  C32 1.088
76 H -1.17128 -1.36939 -4.17295  C30 1.097
77 H 0.82133 1.49096 -3.94908  C29 1.099
78 H 1.87333 1.83984 1.12239  O13 0.977
79 H 0.14853 3.43383 -2.56617  C23 1.093
80 H -0.79765 -0.90542 2.90058  C33 1.092
81 H 5.47232 3.37450 -4.24436  C20 1.086
82 H 0.43634 -1.43169 1.80425  C33 1.092
83 H -4.16694 -1.35328 -0.48406  C18 1.096
84 H 3.75621 3.51191 -3.69507  C20 1.094
85 H 5.09578 -1.06984 -0.90856  C34 1.091
86 H -1.72103 -2.85220 -0.52486  C28 1.093
87 H -5.55777 -0.41719 -1.12309  C18 1.089
88 H -0.19785 -2.60914 0.21327  C28 1.095

Charge distribution, Löwdin scheme, values in e:
1. Cl 0.55
2. Cl 0.55
3. Cl 0.55
4. Cl 0.53
5. Cl 0.54
6. Cl 0.58
7. S 0.58
8. O -0.29
9. O -0.29
10. O -0.09
11. O 0.22
12. O 0.08
13. O -0.17
14. O 0.12
15. N 0.17
16. N -0.03
17. N -0.08
18. C -0.01
19. C -0.67
20. C 0.01
21. C -0.66
22. C -0.66
23. C -0.01
24. C -0.10
25. C -0.17
26. C -0.17
27. C -0.63
28. C -0.11
29. C -0.05
30. C -0.02
31. C -0.16
32. C -0.66
33. C -0.23
34. C -0.07
35. C -0.51
36. C -0.67
37. C 0.00
38. C -0.21
39. C -0.26
40. C -0.31
41. B -0.68
42. H 0.10
43. H 0.11
44. H 0.08
45. H 0.10
46. H 0.12
47. H 0.15
48. H 0.07
49. H 0.12
50. H 0.12
51. H 0.10
52. H 0.09
53. H 0.06
54. H 0.05
55. H 0.12
56. H 0.08
57. H 0.08
58. H 0.11
59. H 0.09
60. H 0.07
61. H 0.08
62. H 0.16
63. H 0.08
64. H 0.15
65. H 0.15
66. H 0.06
67. H 0.07
68. H 0.05
69. H 0.07
70. H 0.05
71. H 0.07
72. H 0.09
73. H 0.14
74. H 0.08
75. H 0.07
76. H 0.14
77. H 0.10
78. H 0.11
79. H 0.09
80. H 0.07
81. H 0.09
82. H 0.09
83. H 0.09
84. H 0.08
85. H 0.08
86. H 0.12
87. H 0.11
88. H 0.12